Run a
Below is 2 unconnected molecules or ions with the total composition C3H9NO3, with properties calculated with ωB97M-V/def2-TZVPD.

Last column: natural (NBO) charge in e.
Cartesian coordinates (Å):
C (0.79949, -0.28022, -0.39169)  -0.30
C (0.45882, -1.48677, 0.47348)  -0.64
N (0.81732, -0.53703, -1.81528)  -0.84
C (-1.42007, 0.87627, -0.09787)  0.63
O (-2.04412, 0.93652, -1.11938)  -0.50
H (1.79662, 0.07656, -0.09154)  0.20
H (-0.12465, -0.72887, -2.14915)  0.35
H (1.39370, -1.34622, -2.02860)  0.35
H (-1.63723, 0.27824, 0.79462)  0.16
H (0.40832, -1.20187, 1.52855)  0.21
H (-0.50597, -1.91949, 0.19341)  0.20
H (1.22086, -2.26552, 0.37279)  0.21
O (-0.54903, 2.11105, 0.42635)  -0.35
O (-0.33770, 1.89355, 1.85045)  -0.46
H (-0.68480, 2.73600, 2.18554)  0.48
H (0.40843, 0.85780, -0.13168)  0.28

As for the SMILES: O=COO.CCN. The value obtained for the HOMO energy is -9.29 eV. For the molar mass, the calculation gives 107.1 g/mol. The orbital gap comes out at 9.875 eV.

***

Run b
Below is 2 unconnected molecules or ions with the total composition C3H9NO3, with properties calculated with ωB97M-V/def2-TZVPD.

Last column: natural (NBO) charge in e.
Cartesian coordinates (Å):
C (0.76425, -1.40939, -0.84683)  -0.20
N (0.86977, -1.13810, 0.66986)  -0.71
C (0.14692, -0.13053, 1.37964)  0.90
O (0.71225, 0.12477, 2.59996)  -0.67
O (-0.91387, 0.31270, 1.08800)  -0.63
C (1.26047, -0.26192, -1.72892)  -0.63
H (1.37288, -2.34781, -0.86985)  0.20
H (-0.30128, -1.65212, -1.05124)  0.19
H (0.87127, -2.09362, 1.09144)  0.40
H (0.13218, 0.93415, 2.86859)  0.49
H (0.74422, -0.50465, -2.69656)  0.22
H (2.28361, -0.31488, -1.77881)  0.21
H (0.79262, 0.69876, -1.45593)  0.23
H (-3.25894, 3.20742, 0.52275)  0.46
H (-2.47972, 1.95341, 0.36750)  0.48
O (-2.99661, 2.62181, -0.15960)  -0.94

As for the SMILES: CCNC(=O)O.O. The value obtained for the HOMO energy is -9.73 eV. For the molar mass, the calculation gives 107.1 g/mol. The orbital gap comes out at 10.324 eV.

***

The most stable of them is run b.